Entry 1:
{"formula": "C10H25F2N6O9S2Tl", "method": "ωB97M-V with the def2-TZVPD basis set", "e_homo_ev": -15.464, "charge": 2, "e_tot_ev": -69924.093, "lumo_energy_ev": -11.9688, "relative_energy_kcal_mol": 0.00, "max_force_ev_per_a": 6.46, "homo_lumo_gap_ev": 3.50, "species": ["Tl", "N", "S", "O", "O", "F", "S", "O", "O", "F", "O", "C", "N", "C", "H", "H", "H", "H", "H", "O", "C", "N", "C", "H", "H", "H", "H", "H", "O", "C", "N", "C", "H", "H", "H", "H", "H", "O", "C", "N", "C", "H", "H", "H", "H", "H", "O", "C", "N", "C", "H", "H", "H", "H", "H"], "xyz": [[0.832, 0.684, 0.193], [1.851, -0.515, 2.459], [2.946, -1.620, 2.700], [2.525, -2.851, 3.349], [4.287, -1.159, 2.820], [2.851, -2.179, 1.157], [1.251, -0.376, 3.988], [2.157, -0.298, 5.092], [-0.084, -0.899, 4.186], [0.937, 1.173, 3.711], [-1.567, 0.982, 1.692], [-2.399, 1.322, 2.550], [-2.154, 1.113, 3.857], [-3.691, 1.941, 2.152], [-1.360, 0.494, 4.001], [-2.922, 1.074, 4.508], [-4.220, 1.231, 1.516], [-3.592, 2.934, 1.723], [-4.326, 2.037, 3.035], [3.406, -0.174, -0.717], [4.429, -0.130, -1.412], [5.498, -0.861, -1.082], [4.511, 0.594, -2.729], [6.294, -0.994, -1.683], [5.559, -1.325, -0.184], [4.299, 1.656, -2.613], [3.879, 0.149, -3.496], [5.508, 0.565, -3.172], [1.022, -1.603, -1.404], [1.532, -2.628, -1.873], [2.699, -3.105, -1.438], [0.796, -3.391, -2.975], [2.772, -4.112, -1.428], [3.367, -2.564, -0.914], [-0.273, -3.344, -2.781], [1.161, -4.412, -3.063], [0.949, -2.903, -3.939], [-1.598, -0.469, -0.804], [-2.725, -0.970, -0.649], [-2.989, -1.889, 0.260], [-3.844, -0.502, -1.545], [-3.910, -2.285, 0.343], [-2.226, -2.230, 0.826], [-4.536, 0.137, -0.992], [-4.498, -1.341, -1.799], [-3.500, -0.020, -2.451], [-1.098, 2.341, -1.063], [-1.825, 3.341, -1.143], [-1.387, 4.563, -0.849], [-3.280, 3.198, -1.612], [-2.012, 5.335, -0.679], [-0.453, 4.655, -0.477], [-3.867, 2.629, -0.899], [-3.317, 2.783, -2.614], [-3.669, 4.218, -1.639]]}

***

Entry 2:
{"formula": "C4H25CrCuHf2NO25S4", "method": "ωB97M-V with the def2-TZVPD basis set", "e_homo_ev": [-10.523, -12.222], "charge": 1, "e_tot_ev": -176244.727, "s2": 6.03, "lumo_energy_ev": [-6.4393, -6.4520], "max_force_ev_per_a": 9.39, "spin_multiplicity": 5, "homo_lumo_gap_ev": [4.08, 5.77], "species": ["Hf", "Hf", "Cu", "Cr", "S", "O", "O", "O", "O", "S", "O", "O", "O", "O", "S", "O", "O", "O", "O", "S", "O", "O", "O", "O", "O", "H", "O", "H", "C", "C", "C", "O", "C", "N", "H", "H", "H", "H", "H", "H", "H", "H", "H", "H", "H", "O", "H", "H", "O", "H", "H", "O", "H", "H", "O", "H", "H", "O", "H", "H", "O", "H", "H"], "xyz": [[-4.847, -33.480, -14.970], [-4.867, -34.241, -19.125], [-3.320, -38.499, -17.137], [-7.792, -38.183, -18.235], [-2.305, -35.152, -16.819], [-2.918, -34.709, -18.130], [-3.288, -34.743, -15.791], [-2.143, -36.568, -16.978], [-1.074, -34.433, -16.554], [-5.757, -36.574, -16.413], [-5.219, -35.984, -17.610], [-5.713, -35.582, -15.324], [-7.094, -37.023, -16.768], [-4.928, -37.672, -15.927], [-8.216, -35.458, -19.887], [-7.951, -36.020, -21.185], [-9.269, -34.453, -19.909], [-8.548, -36.558, -18.929], [-6.958, -34.869, -19.351], [-4.905, -37.680, -20.118], [-4.833, -36.193, -20.072], [-3.671, -38.215, -19.498], [-6.121, -38.116, -19.340], [-4.991, -38.131, -21.482], [-5.733, -33.412, -17.145], [-6.676, -33.236, -17.014], [-6.757, -33.615, -13.781], [-7.326, -34.196, -13.288], [-7.597, -42.390, -13.493], [-6.974, -41.005, -13.585], [-5.565, -41.055, -14.163], [-4.758, -41.870, -13.336], [-4.049, -41.167, -12.346], [-7.853, -40.137, -14.389], [-8.460, -42.240, -12.837], [-7.006, -43.173, -13.024], [-7.927, -42.780, -14.457], [-6.949, -40.573, -12.579], [-5.027, -40.124, -14.393], [-5.559, -41.561, -15.137], [-4.640, -40.444, -11.767], [-3.259, -40.601, -12.851], [-3.678, -41.840, -11.576], [-8.793, -40.161, -14.007], [-7.567, -39.173, -14.227], [-6.857, -39.840, -17.092], [-7.285, -40.128, -16.246], [-5.924, -39.715, -16.875], [-7.216, -37.166, -13.254], [-7.907, -36.520, -13.072], [-6.625, -36.732, -13.884], [-3.128, -37.337, -14.090], [-3.736, -37.530, -14.851], [-2.586, -36.596, -14.383], [-4.388, -34.948, -13.139], [-4.237, -35.916, -13.262], [-4.860, -34.860, -12.300], [-9.183, -35.476, -15.887], [-8.815, -34.794, -15.312], [-8.421, -35.855, -16.352], [-9.621, -38.223, -17.093], [-9.743, -37.257, -16.992], [-10.474, -38.607, -16.854]]}

***

Entry 3:
{"formula": "C39H47Cl4IrNO6PS6SbTe", "method": "ωB97M-V with the def2-TZVPD basis set", "e_homo_ev": [-2.082, -2.596], "charge": -2, "e_tot_ev": -196045.689, "s2": 8.78, "lumo_energy_ev": [3.4715, 2.2084], "relative_energy_kcal_mol": 0.00, "max_force_ev_per_a": 0.60, "spin_multiplicity": 6, "homo_lumo_gap_ev": [5.55, 4.80], "species": ["Ir", "S", "Sb", "S", "S", "Cl", "C", "C", "Cl", "C", "Cl", "C", "O", "C", "O", "C", "Cl", "C", "C", "C", "C", "C", "C", "Te", "N", "C", "O", "C", "C", "C", "C", "C", "C", "C", "C", "C", "C", "C", "C", "C", "C", "C", "C", "C", "C", "H", "H", "H", "H", "H", "H", "H", "H", "H", "H", "H", "H", "H", "H", "H", "H", "H", "H", "H", "H", "H", "H", "H", "H", "H", "H", "H", "C", "C", "C", "O", "P", "S", "S", "O", "C", "C", "C", "H", "H", "H", "H", "H", "H", "H", "H", "H", "H", "H", "H", "H", "H", "C", "S", "C", "O", "H", "H", "H", "H", "H", "H"], "xyz": [[0.123, 0.541, 0.327], [2.119, 3.949, -3.437], [2.311, 2.555, -1.637], [0.302, 2.903, -0.346], [2.241, -0.147, 0.306], [-4.331, 1.454, 5.592], [-2.906, 1.315, 4.616], [-1.658, 1.546, 5.175], [-1.511, 1.990, 6.843], [-0.515, 1.414, 4.383], [1.064, 1.638, 5.050], [-0.616, 1.080, 3.036], [0.437, 0.886, 2.281], [-1.894, 0.886, 2.437], [-1.929, 0.570, 1.175], [-3.017, 0.973, 3.266], [-4.574, 0.600, 2.593], [-8.547, -1.152, -4.261], [-7.143, -0.935, -3.766], [-6.175, -0.363, -4.576], [-4.876, -0.140, -4.124], [-3.874, 0.442, -5.077], [-4.546, -0.477, -2.810], [-2.673, 0.024, -1.832], [-0.191, 0.016, -1.537], [0.629, 0.015, -2.552], [1.714, 0.693, -2.640], [0.322, -0.856, -3.730], [0.828, -0.521, -4.980], [0.528, -1.306, -6.081], [-0.263, -2.438, -5.932], [-0.743, -2.790, -4.678], [-0.452, -2.003, -3.574], [-2.798, 2.105, -2.263], [-1.999, 2.740, -3.212], [-1.140, 2.025, -4.206], [-1.993, 4.133, -3.262], [-2.766, 4.896, -2.408], [-2.660, 6.395, -2.405], [-3.602, 4.240, -1.512], [-3.627, 2.857, -1.415], [-4.529, 2.214, -0.401], [-5.494, -1.113, -1.991], [-5.179, -1.564, -0.588], [-6.779, -1.317, -2.481], [-8.632, -0.905, -5.319], [-9.255, -0.527, -3.712], [-8.857, -2.190, -4.128], [-6.427, -0.092, -5.596], [-4.214, 0.322, -6.106], [-2.907, -0.051, -4.978], [-3.718, 1.505, -4.887], [1.441, 0.368, -5.072], [0.914, -1.037, -7.057], [-0.493, -3.055, -6.793], [-1.334, -3.688, -4.553], [-0.789, -2.290, -2.586], [-1.249, 0.947, -4.147], [-0.092, 2.296, -4.061], [-1.411, 2.332, -5.220], [-1.313, 4.614, -3.956], [-2.326, 6.768, -3.373], [-1.929, 6.715, -1.659], [-3.616, 6.861, -2.159], [-4.226, 4.820, -0.840], [-4.976, 2.967, 0.248], [-3.970, 1.522, 0.232], [-5.335, 1.654, -0.885], [-4.211, -2.061, -0.514], [-5.945, -2.259, -0.240], [-5.156, -0.714, 0.099], [-7.512, -1.798, -1.841], [5.864, -0.686, -0.199], [5.436, -1.946, -0.923], [6.603, -2.651, -1.592], [4.851, -2.821, 0.063], [3.600, -3.779, -0.310], [4.107, -5.318, -1.405], [2.118, -2.658, -1.063], [3.215, -4.304, 1.160], [3.577, -3.850, 2.470], [3.237, -2.391, 2.705], [5.028, -4.183, 2.779], [6.309, 0.016, -0.905], [6.605, -0.929, 0.567], [5.013, -0.200, 0.275], [4.665, -1.704, -1.662], [7.379, -2.871, -0.855], [7.028, -2.008, -2.365], [6.274, -3.585, -2.043], [2.940, -4.468, 3.114], [3.865, -1.741, 2.100], [3.391, -2.145, 3.758], [2.199, -2.179, 2.449], [5.696, -3.558, 2.190], [5.233, -5.228, 2.545], [5.224, -4.011, 3.840], [-0.515, -4.155, 1.195], [-1.230, -2.559, 0.793], [-2.419, -2.503, 2.140], [-2.040, -2.786, -0.447], [-0.090, -4.117, 2.198], [0.274, -4.348, 0.472], [-1.308, -4.899, 1.128], [-1.890, -2.322, 3.076], [-2.970, -3.443, 2.172], [-3.082, -1.668, 1.931]]}

***

Number 1 is which compound?
C10H25F2N6O9S2Tl